1.
{
  "formula": "C5H5NOS",
  "method": "wB97M-V/def2-TZVPD",
  "energy_ha": -721.6021,
  "de_lowest_kcal_mol": 73.75,
  "fmax_ha_per_bohr": 0.1038,
  "orbital_gap_ha": 0.324,
  "e_lumo_ha": 0.02274,
  "homo_energy_ev": -8.2,
  "elements": ["C", "C", "O", "H", "H", "C", "C", "H", "H", "N", "C", "H", "S"],
  "coordinates": [[-0.89016, -0.64093, 1.47837], [-2.39457, -0.84290, -0.32381], [-0.42197, -0.73967, 2.59391], [-2.90413, -1.55914, 1.63403], [-3.24658, -1.06436, -0.93641], [1.59550, 0.49924, 0.32727], [-2.19993, -1.07947, 0.98434], [1.47379, 0.81192, -1.74030], [1.91578, 0.43096, 1.34218], [-0.26235, -0.05353, 0.42125], [2.04920, 0.84009, -0.83241], [3.07954, 1.16614, -0.91517], [-1.04342, -0.05471, -1.04460]]
}

=====

2.
{
  "formula": "C5H5NOS",
  "method": "wB97M-V/def2-TZVPD",
  "energy_ha": -721.4824,
  "de_lowest_kcal_mol": 148.90,
  "fmax_ha_per_bohr": 0.0357,
  "orbital_gap_ha": [0.282, 0.297],
  "e_lumo_ha": [-0.01538, -0.01797],
  "homo_energy_ev": [-8.1, -8.6],
  "elements": ["S", "C", "C", "C", "H", "H", "C", "H", "H", "H", "N", "C", "O"],
  "coordinates": [[-1.61929, 0.14688, -1.11480], [-1.95872, 0.02063, 0.60126], [1.29872, 0.23703, -0.73324], [0.02143, 0.98412, -1.11802], [-2.28733, -0.97121, 0.92573], [2.12196, 0.53254, -1.38131], [-0.31988, -0.65857, 1.53066], [1.13160, -2.18980, 1.38433], [-0.06065, 1.87127, -0.48570], [0.11707, 1.30815, -2.15339], [1.62623, -0.56947, 0.17118], [0.78766, -1.21669, 1.08395], [-0.85879, 0.50512, 1.28935]]
}

=====

3.
{
  "formula": "C5H5NS",
  "method": "wB97M-V/def2-TZVPD",
  "energy_ha": -646.3821,
  "de_lowest_kcal_mol": 44.36,
  "fmax_ha_per_bohr": 0.1063,
  "orbital_gap_ha": 0.314,
  "e_lumo_ha": 0.03478,
  "homo_energy_ev": -7.6,
  "elements": ["N", "C", "H", "S", "C", "C", "H", "H", "C", "C", "H", "H"],
  "coordinates": [[-1.53840, 0.15042, 0.74525], [1.70014, -0.57548, -0.92360], [-2.32294, 0.06367, 1.51522], [1.68200, 1.33945, -0.94690], [0.29735, -0.47435, -0.23309], [-0.92751, 1.33318, 0.49504], [-1.43907, 2.29369, 0.54375], [-1.09452, -1.96003, 0.42501], [0.27551, 0.93625, -0.04567], [-0.82485, -0.97326, 0.34667], [1.68881, -1.23874, -1.80036], [2.50348, -0.89480, -0.12132]]
}

=====

4.
{
  "formula": "C5H5NS",
  "method": "wB97M-V/def2-TZVPD",
  "energy_ha": -646.2769,
  "de_lowest_kcal_mol": 110.42,
  "fmax_ha_per_bohr": 0.1176,
  "orbital_gap_ha": 0.297,
  "e_lumo_ha": -0.02495,
  "homo_energy_ev": -8.8,
  "elements": ["H", "H", "C", "H", "C", "N", "S", "H", "C", "C", "C", "H"],
  "coordinates": [[0.71744, 0.64049, 0.92566], [-1.28539, 1.28012, 0.95266], [-0.74142, -0.68090, 0.16179], [0.29977, 3.11155, -2.47517], [-0.19771, 2.39555, -1.93245], [-1.74171, 0.37031, 0.44205], [1.79302, -1.39561, 1.35956], [-1.10880, -1.68374, 0.25331], [-1.25395, 0.27894, -0.96590], [0.63037, -0.54748, 0.58051], [-0.63030, 1.31022, -1.66258], [-1.96132, -0.14883, -1.59194]]
}

=====

5.
{
  "formula": "C5H5NS2",
  "method": "wB97M-V/def2-TZVPD",
  "energy_ha": -1044.4828,
  "de_lowest_kcal_mol": 95.71,
  "fmax_ha_per_bohr": 0.0652,
  "orbital_gap_ha": [0.252, 0.278],
  "e_lumo_ha": [-0.02369, -0.01943],
  "homo_energy_ev": [-7.5, -8.1],
  "elements": ["S", "N", "S", "H", "H", "H", "C", "H", "C", "C", "C", "C", "H"],
  "coordinates": [[3.14866, -0.20376, -0.12071], [0.69032, -1.00474, -0.51807], [-0.95986, 2.56239, -0.49537], [-3.58760, 0.19488, 0.37473], [2.21183, 2.02056, 0.15315], [-2.24698, -0.39988, 1.49883], [0.61904, 0.34697, -0.23034], [-2.64365, -1.23434, -0.02207], [1.88084, 0.88259, 0.04336], [-2.58636, -0.32022, 0.50516], [1.84753, -1.48056, -0.52388], [-0.58370, 1.10594, -0.18711], [2.20991, -2.46983, -0.47767]]
}

=====

6.
{
  "formula": "C5H5NS2",
  "method": "wB97M-V/def2-TZVPD",
  "energy_ha": -1044.4968,
  "de_lowest_kcal_mol": 86.94,
  "fmax_ha_per_bohr": 0.0550,
  "orbital_gap_ha": 0.278,
  "e_lumo_ha": -0.05241,
  "homo_energy_ev": -9.0,
  "elements": ["C", "H", "H", "N", "S", "C", "C", "H", "C", "H", "S", "C", "H"],
  "coordinates": [[0.52506, 1.80841, -0.14723], [-2.46597, -0.65364, 1.26392], [-2.37716, 0.90257, 0.08887], [0.78429, -0.53005, -0.11613], [3.31419, -0.74138, -0.29741], [2.74134, 0.82237, -0.34313], [1.67384, -1.44083, -0.03246], [-1.37887, -0.62738, -0.12584], [1.29423, 0.71358, -0.21149], [1.44523, -2.50108, -0.00885], [0.08797, 3.29430, -0.03663], [-2.34192, -0.27941, 0.24290], [-3.30224, -0.76746, -0.27650]]
}

=====

7.
{
  "formula": "C5H5O3",
  "method": "wB97M-V/def2-TZVPD",
  "charge": -1,
  "energy_ha": -419.1812,
  "de_lowest_kcal_mol": 68.17,
  "fmax_ha_per_bohr": 0.0738,
  "orbital_gap_ha": 0.248,
  "e_lumo_ha": 0.14756,
  "homo_energy_ev": -2.7,
  "elements": ["H", "H", "O", "O", "C", "H", "C", "H", "C", "O", "C", "H", "C"],
  "coordinates": [[1.89694, -1.26810, -0.87339], [-0.17259, -0.50376, 1.42049], [2.83274, 1.11921, 0.58332], [2.49279, -0.50232, -1.01347], [-0.90815, -0.98039, 0.73980], [-2.19891, -0.11571, -0.88778], [-1.72551, 0.14292, 0.03972], [-2.53286, 0.54207, 0.71479], [-0.59871, 0.99452, -0.29857], [-0.86735, -2.16986, 0.58824], [1.98752, 0.46149, -0.08685], [-0.82525, 1.76762, -0.90147], [0.61934, 0.51229, -0.02481]]
}

=====

8.
{
  "formula": "C5H5O3",
  "method": "wB97M-V/def2-TZVPD",
  "charge": -1,
  "energy_ha": -419.1708,
  "de_lowest_kcal_mol": 74.71,
  "fmax_ha_per_bohr": 0.0936,
  "orbital_gap_ha": 0.260,
  "e_lumo_ha": 0.13606,
  "homo_energy_ev": -3.4,
  "elements": ["O", "C", "H", "O", "C", "H", "O", "H", "C", "C", "C", "H", "H"],
  "coordinates": [[0.93013, 1.04759, 2.17517], [-0.84587, 0.57230, 0.24405], [-0.46079, 1.62426, 0.30894], [1.78187, -2.26394, -2.14356], [1.35053, -1.23734, -1.66560], [-1.89264, 0.74280, 0.37131], [-1.41775, -0.97202, -1.52824], [1.06712, 0.86178, -1.25576], [-0.03390, 0.31237, 1.83303], [0.77152, -0.10558, -1.43780], [-0.63326, -0.22878, -0.92940], [-0.96156, 0.39439, 2.45824], [0.34461, -0.74784, 1.56962]]
}

=====

9.
{
  "formula": "C5H6",
  "method": "wB97M-V/def2-TZVPD",
  "energy_ha": -194.0129,
  "de_lowest_kcal_mol": 42.43,
  "fmax_ha_per_bohr": 0.0494,
  "orbital_gap_ha": 0.402,
  "e_lumo_ha": 0.04157,
  "homo_energy_ev": -9.8,
  "elements": ["C", "C", "H", "H", "H", "H", "H", "H", "C", "C", "C"],
  "coordinates": [[2.21570, -0.14232, -0.32670], [1.08328, -0.38164, 0.28327], [-3.48072, -0.62946, -0.46787], [0.18039, 1.38593, -0.57158], [0.94569, -1.17796, 1.05472], [0.02752, 1.20745, 1.16219], [3.09425, -0.80726, -0.23018], [2.42438, 0.76754, -0.93673], [-1.36844, 0.10457, 0.03524], [-2.45700, -0.30714, -0.21890], [-0.00546, 0.60215, 0.22534]]
}

=====

10.
{
  "formula": "C5H6Br2",
  "method": "wB97M-V/def2-TZVPD",
  "energy_ha": -5341.9829,
  "de_lowest_kcal_mol": 82.44,
  "fmax_ha_per_bohr": 0.0871,
  "orbital_gap_ha": 0.376,
  "e_lumo_ha": 0.02226,
  "homo_energy_ev": -9.6,
  "elements": ["H", "H", "H", "C", "H", "H", "C", "Br", "C", "C", "H", "Br", "C"],
  "coordinates": [[0.83471, -0.04097, -1.21059], [-1.41722, 2.14447, -0.99431], [-0.63066, -1.22682, 1.15805], [-1.28142, 0.32070, -0.21317], [2.52058, 0.69683, 0.13950], [-1.06271, -1.87969, -0.28213], [0.37090, -0.02134, -0.31145], [2.68122, -1.84249, 0.26321], [-1.95314, 1.29761, -0.77647], [-0.70506, -0.95431, 0.15962], [-3.10152, 1.36050, -0.98926], [1.80530, 0.24121, 2.44553], [1.93902, -0.09570, 0.61146]]
}

=====

11.
{
  "formula": "C5H6BrCl",
  "method": "wB97M-V/def2-TZVPD",
  "energy_ha": -3228.1775,
  "de_lowest_kcal_mol": 53.07,
  "fmax_ha_per_bohr": 0.0929,
  "orbital_gap_ha": 0.315,
  "e_lumo_ha": 0.00122,
  "homo_energy_ev": -8.5,
  "elements": ["Cl", "C", "H", "H", "C", "H", "Br", "C", "C", "H", "H", "H", "C"],
  "coordinates": [[0.72358, 2.80614, -0.12097], [0.50057, 0.07976, 0.08168], [-0.61601, 0.64733, -1.76181], [-0.96905, 1.58963, 0.90230], [0.54762, -1.39944, 0.49224], [0.35893, -1.54246, 1.54209], [-2.55697, -0.90975, 0.30660], [0.12250, 1.27804, 0.74971], [-0.70840, -1.23567, -0.51778], [0.63822, -0.49616, -2.24911], [0.63073, 1.28979, 1.80265], [1.29475, -1.97956, 0.05693], [0.03352, -0.12765, -1.28453]]
}

=====

12.
{
  "formula": "C5H6BrFO",
  "method": "wB97M-V/def2-TZVPD",
  "energy_ha": -2943.1508,
  "de_lowest_kcal_mol": 39.06,
  "fmax_ha_per_bohr": 0.0696,
  "orbital_gap_ha": 0.352,
  "e_lumo_ha": 0.01114,
  "homo_energy_ev": -9.3,
  "elements": ["H", "H", "C", "H", "C", "C", "O", "C", "C", "F", "H", "H", "Br", "H"],
  "coordinates": [[0.25602, 1.39933, -1.08146], [0.09635, 0.54844, 1.86601], [0.63337, 0.27593, 0.99418], [1.67972, 0.61606, 1.20354], [-0.19639, 0.74943, -0.28544], [-0.79421, -0.46815, -1.01294], [0.94523, -1.93235, 2.01875], [0.78801, -1.28800, 1.01907], [0.62831, -1.87803, -0.33645], [-2.00253, -0.86382, -0.59451], [-0.81900, -0.20525, -2.11406], [-1.09396, 1.29307, 0.22178], [2.11195, -1.66894, -1.47298], [0.36336, -2.93493, -0.40322]]
}

=====

13.
{
  "formula": "C5H6BrN2",
  "method": "wB97M-V/def2-TZVPD",
  "charge": 1,
  "energy_ha": -2877.1654,
  "de_lowest_kcal_mol": 163.49,
  "fmax_ha_per_bohr": 0.1579,
  "orbital_gap_ha": [0.284, 0.316],
  "e_lumo_ha": [-0.20474, -0.20313],
  "homo_energy_ev": [-13.3, -14.1],
  "elements": ["N", "C", "H", "C", "Br", "H", "H", "H", "C", "C", "H", "C", "N", "H"],
  "coordinates": [[0.56230, -0.47751, -0.34616], [1.35195, -0.77076, 0.89644], [0.11479, -1.21845, -0.97084], [-0.31877, 0.57332, -0.42808], [-2.75352, -1.37430, 0.05671], [-0.00631, 1.55805, -0.26230], [1.38243, -1.83132, 1.29462], [2.45044, -0.98434, -1.00281], [1.95762, -0.33790, -0.44024], [-2.03490, 0.32956, -0.06135], [1.06378, -0.17336, 1.74798], [-2.83440, 1.48137, -0.07818], [-3.38298, 2.48033, 0.18627], [2.44756, 0.74530, -0.59208]]
}

=====

14.
{
  "formula": "C5H6BrO2",
  "method": "wB97M-V/def2-TZVPD",
  "charge": -1,
  "energy_ha": -2918.6398,
  "de_lowest_kcal_mol": 0.00,
  "fmax_ha_per_bohr": 0.0686,
  "orbital_gap_ha": 0.287,
  "e_lumo_ha": 0.12672,
  "homo_energy_ev": -4.4,
  "elements": ["O", "Br", "C", "O", "H", "C", "H", "C", "H", "H", "H", "H", "C", "C"],
  "coordinates": [[0.30923, 0.10457, 2.19195], [-0.34786, 2.51921, -1.01807], [0.80281, -1.48590, -0.81924], [1.50219, 1.70499, 1.25123], [1.74026, -2.03422, -1.08835], [0.66497, 0.86189, 1.26117], [0.07778, -1.97201, -0.17078], [0.73752, -0.17113, -0.97979], [-2.22916, 0.64172, 0.43787], [1.44896, 0.49696, -1.36487], [-1.79535, -0.56069, -0.66965], [-1.19679, -0.71601, 1.02167], [-1.49323, -0.01385, 0.13209], [-0.22131, 0.62447, -0.18522]]
}

=====

15.
{
  "formula": "C5H6Cl2CoO3SV",
  "method": "wB97M-V/def2-TZVPD",
  "charge": 4,
  "energy_ha": -4063.1124,
  "de_lowest_kcal_mol": 63.42,
  "s_squared": 12.04,
  "fmax_ha_per_bohr": 0.2528,
  "orbital_gap_ha": [0.243, 0.250],
  "e_lumo_ha": [-0.72298, -0.78837],
  "homo_energy_ev": [-26.3, -28.3],
  "spin_multiplicity": 7,
  "elements": ["H", "Co", "C", "H", "C", "C", "Cl", "Cl", "H", "C", "C", "O", "O", "H", "H", "S", "V", "O", "H"],
  "coordinates": [[1.86045, 1.52669, 1.70818], [0.39168, -0.50031, -3.02250], [-0.37782, -1.67284, 0.66878], [1.47338, -0.02635, 2.59807], [0.95749, -1.86500, -4.01380], [-1.50619, 0.81438, 2.85851], [1.83101, -0.58288, -1.33753], [-1.50978, 0.70161, -2.00162], [-0.86688, 0.96159, 3.72808], [1.16157, 0.99461, 2.37588], [-0.09096, 0.18516, -4.56682], [-0.30768, 0.56469, -5.65027], [1.07586, -2.59791, -4.91419], [-2.28625, 1.58921, 2.83469], [-1.94181, -0.19129, 2.84759], [-0.37488, 1.10421, 1.43668], [-0.26008, -0.16632, -0.39014], [-0.21339, -2.40934, 1.57592], [0.98429, 1.57008, 3.26449]]
}

=====

16.
{
  "formula": "C5H6Cl3FeN2O4S",
  "method": "wB97M-V/def2-TZVPD",
  "charge": 2,
  "energy_ha": -3646.1038,
  "s_squared": 8.77,
  "fmax_ha_per_bohr": 0.0672,
  "orbital_gap_ha": [0.346, 0.222],
  "e_lumo_ha": [-0.29612, -0.40948],
  "homo_energy_ev": [-17.5, -17.2],
  "spin_multiplicity": 6,
  "elements": ["C", "S", "O", "N", "C", "C", "H", "H", "O", "N", "H", "C", "O", "H", "H", "Cl", "Fe", "C", "Cl", "O", "Cl", "H"],
  "coordinates": [[7.85782, 5.39227, 4.08006], [8.55983, 10.77462, 5.68917], [10.63083, 8.33406, 5.17568], [6.10446, 10.70672, 4.54574], [5.52246, 13.30081, 5.47876], [7.02283, 11.40643, 5.21635], [4.14665, 10.70400, 3.89108], [7.47223, 13.09713, 6.20818], [11.14459, 8.86881, 7.50372], [6.71752, 12.70716, 5.63259], [7.14460, 4.86894, 3.44532], [4.86172, 11.28214, 4.47801], [9.09571, 7.70321, 6.93663], [5.51418, 14.33677, 5.78540], [3.57456, 13.03514, 4.60987], [7.04671, 5.92179, 5.61694], [8.36853, 8.44354, 5.12598], [4.55927, 12.62453, 4.83921], [10.66562, 7.90293, 6.65549], [11.28748, 6.64364, 6.71813], [8.41189, 6.85899, 3.06613], [8.75928, 4.79816, 4.37203]]
}

=====

17.
{
  "formula": "C5H6Cl3N2",
  "method": "wB97M-V/def2-TZVPD",
  "charge": 1,
  "energy_ha": -1683.9327,
  "de_lowest_kcal_mol": 4.48,
  "fmax_ha_per_bohr": 0.1087,
  "orbital_gap_ha": 0.359,
  "e_lumo_ha": -0.12762,
  "homo_energy_ev": -13.2,
  "elements": ["H", "H", "N", "C", "Cl", "C", "N", "C", "Cl", "H", "H", "H", "Cl", "C", "C", "H"],
  "coordinates": [[-1.20718, 0.23260, 2.59057], [-2.40678, -0.74456, 2.09826], [-0.82301, -0.31143, 0.65506], [-1.78301, 0.05235, 1.70763], [0.80905, -1.68585, -2.60578], [0.24346, 0.56224, 0.47666], [0.89790, 0.10855, -0.57971], [1.98302, 0.72890, -1.17985], [0.48144, 1.88028, 1.37573], [1.81995, 1.86456, -0.87512], [-2.34908, 0.87186, 1.27656], [2.05364, 0.50567, -2.18608], [-2.10868, -2.38281, -0.47996], [-0.87514, -1.18987, -0.34192], [0.25708, -1.00721, -1.13645], [3.00734, 0.51472, -0.79560]]
}

=====

18.
{
  "formula": "C5H6Cl4",
  "method": "wB97M-V/def2-TZVPD",
  "energy_ha": -2034.8334,
  "de_lowest_kcal_mol": 6.40,
  "fmax_ha_per_bohr": 0.0969,
  "orbital_gap_ha": 0.366,
  "e_lumo_ha": 0.02298,
  "homo_energy_ev": -9.3,
  "elements": ["H", "Cl", "C", "Cl", "H", "Cl", "H", "C", "C", "H", "C", "H", "C", "Cl", "H"],
  "coordinates": [[0.35938, 1.31996, -0.62823], [-4.28533, -0.30675, -0.26367], [-1.64206, 0.34198, -0.01990], [-2.09283, -1.98541, -1.40894], [0.14050, 0.87274, 1.07770], [-1.94856, -1.81404, 1.49861], [0.37552, -1.64567, -1.19740], [0.18196, -1.55997, -0.22021], [-2.94853, 0.75999, -0.09457], [-0.70944, 2.21045, 0.59300], [-0.47710, 1.22615, 0.26401], [0.54643, -2.51600, 0.29687], [-1.27021, -1.22464, -0.00765], [-3.51084, 2.43548, 0.10547], [0.81948, -0.75027, 0.18286]]
}

=====

19.
{
  "formula": "C5H6ClF",
  "method": "wB97M-V/def2-TZVPD",
  "energy_ha": -754.0687,
  "de_lowest_kcal_mol": 45.70,
  "fmax_ha_per_bohr": 0.0953,
  "orbital_gap_ha": 0.397,
  "e_lumo_ha": 0.03541,
  "homo_energy_ev": -9.8,
  "elements": ["H", "C", "H", "C", "C", "H", "C", "C", "H", "H", "F", "H", "Cl"],
  "coordinates": [[-1.96470, 0.01462, -1.05832], [-1.24948, 0.64596, 1.00870], [2.99819, 0.23640, -1.43800], [2.23420, -0.03391, -0.71396], [-1.47941, -0.36008, -0.15035], [2.37032, -1.05652, -0.48837], [1.07566, 0.52956, -0.56014], [-0.09912, -0.13054, 0.37358], [0.84408, 1.38130, -1.03920], [-1.26048, 1.73068, 0.81804], [0.44104, -1.08983, 1.11698], [-1.59682, -0.05155, 1.88775], [-2.31347, -1.81607, 0.24329]]
}